{
  "formula": "C30H33N4S",
  "method": "ωB97M-V/def2-TZVPD",
  "energy_ev": -48434.0174,
  "fmax_ha_per_bohr": 0.0478,
  "total_charge": 1,
  "orbital_gap_ha": 0.27115,
  "lumo_ev": -2.4,
  "species": ["C", "C", "C", "N", "C", "C", "C", "C", "C", "C", "C", "C", "C", "N", "C", "C", "C", "C", "C", "C", "C", "C", "C", "H", "H", "H", "H", "H", "H", "H", "H", "H", "H", "H", "H", "H", "H", "H", "H", "H", "H", "H", "H", "H", "H", "H", "H", "H", "C", "C", "C", "C", "C", "C", "S", "C", "N", "C", "C", "N", "H", "H", "H", "H", "H", "H", "H", "H"],
  "positions_angstrom": [[-7.02556, -1.61243, 4.26151], [-7.14112, -1.28940, 2.76407], [-5.94596, -0.38001, 2.41486], [-5.08383, -0.40647, 3.58989], [-3.85998, 0.22841, 3.61979], [-3.72276, 1.51687, 3.06061], [-2.47486, 2.07399, 2.89364], [-1.30268, 1.34196, 3.02840], [-0.04900, 2.02314, 2.46316], [1.24551, 1.34301, 2.87760], [1.37785, 0.02174, 2.49937], [2.59230, -0.63626, 2.54409], [3.67163, -0.06661, 3.26708], [4.87144, -0.73862, 3.37489], [5.58590, -0.88556, 4.62883], [6.77555, -1.79922, 4.29940], [6.82864, -1.93167, 2.76988], [5.57712, -1.23902, 2.21026], [3.45963, 1.18397, 3.88830], [2.26432, 1.88706, 3.70587], [-1.42766, 0.20098, 3.89301], [-2.68865, -0.35406, 4.14201], [-5.61847, -1.16876, 4.70051], [-7.78006, -1.05370, 4.82553], [-7.17545, -2.67671, 4.45626], [-7.09132, -2.20690, 2.16645], [-8.08140, -0.78676, 2.52354], [-5.40934, -0.76360, 1.52524], [-6.27265, 0.65134, 2.18293], [-4.59723, 2.05408, 2.72611], [-2.38773, 3.11764, 2.58339], [-0.02241, 3.07908, 2.77676], [0.51396, -0.47908, 2.04452], [2.72570, -1.60564, 2.05972], [5.91068, 0.09973, 5.01060], [4.92311, -1.33523, 5.38883], [7.68911, -1.36361, 4.70162], [6.62617, -2.77416, 4.77023], [7.72100, -1.44424, 2.37331], [6.84553, -2.97867, 2.46580], [4.93189, -1.92497, 1.63455], [5.86760, -0.40441, 1.53848], [4.29421, 1.62542, 4.43667], [2.15642, 2.86732, 4.15661], [-0.59487, -0.32550, 4.35774], [-2.81678, -1.31499, 4.65097], [-5.67809, -0.55274, 5.61549], [-4.97486, -2.03666, 4.92277], [-3.54777, 4.62538, -3.36096], [-2.25896, 4.38307, -2.84478], [-2.12503, 3.41840, -1.86273], [-3.20875, 2.71797, -1.32900], [-4.46788, 3.01660, -1.81090], [-4.66338, 3.95084, -2.83063], [-2.70980, 1.62068, -0.02018], [-1.16904, 2.40361, 0.03627], [-0.08936, 2.39412, 0.81203], [1.04335, 3.00045, 0.07498], [0.38191, 3.63753, -1.14875], [-0.94823, 3.07728, -1.13162], [-3.70160, 5.32800, -4.16917], [-1.39959, 4.95269, -3.23479], [-5.31428, 2.50099, -1.36048], [-5.66306, 4.15838, -3.21741], [1.65762, 3.71218, 0.66236], [1.66741, 2.16551, -0.29971], [0.34555, 4.72803, -1.09195], [0.85534, 3.40286, -2.10129]],
  "forces_ev_per_angstrom": [[-0.027, 0.196, 0.164], [0.195, -0.044, -0.306], [-0.034, 0.386, -0.147], [-0.090, 0.030, 0.065], [0.209, 0.607, -0.720], [-0.137, -0.486, 0.473], [-0.187, 0.302, -0.670], [0.168, 0.280, 0.852], [0.713, 0.798, 0.588], [-0.177, 0.382, 0.591], [0.168, -0.639, -1.462], [0.481, 0.041, 0.565], [-0.751, 0.175, -0.235], [-0.019, -0.180, -0.034], [-0.103, 0.498, 0.168], [-0.200, 0.028, 0.284], [0.014, 0.019, -0.204], [-0.156, 0.077, -0.271], [-0.170, -0.162, -0.093], [-0.170, -0.281, -1.035], [-0.221, -0.219, -0.910], [-0.119, 0.064, 0.006], [0.195, -0.417, 0.360], [0.140, -0.171, -0.067], [-0.058, 0.184, 0.007], [-0.039, 0.207, 0.115], [0.106, -0.167, 0.051], [-0.105, 0.200, 0.323], [0.002, -0.352, 0.047], [-0.106, 0.123, 0.199], [-0.172, -0.268, -0.286], [-0.089, -0.412, 0.207], [0.430, 0.196, -0.087], [-0.153, 0.212, 0.345], [0.076, -0.349, 0.020], [0.207, 0.204, -0.200], [0.036, -0.167, -0.024], [0.102, 0.130, -0.064], [-0.047, -0.161, 0.000], [0.128, 0.089, 0.020], [0.323, 0.150, 0.092], [-0.209, -0.326, 0.193], [-0.433, -0.072, 0.015], [-0.023, 0.042, -0.136], [0.130, 0.247, -0.539], [0.453, 0.468, 0.046], [0.156, -0.181, -0.301], [-0.235, 0.141, 0.029], [-0.062, -0.635, 0.620], [-0.217, 0.368, -0.738], [0.983, -0.293, 1.009], [0.407, 0.441, -0.703], [-0.899, -0.563, 0.322], [0.861, 0.093, -0.082], [-0.407, 0.525, 0.153], [1.152, 0.033, -1.162], [-1.273, -1.177, 1.739], [0.573, -0.751, -0.211], [-0.015, 1.038, -0.536], [-0.968, 0.094, 0.409], [0.163, 0.079, 0.100], [-0.458, -0.446, 0.306], [-0.005, 0.143, -0.221], [0.353, -0.126, 0.217], [-0.538, -0.571, -0.139], [0.012, 0.439, 0.568], [-0.117, 0.064, 0.140], [0.251, -0.174, 0.174]],
  "nbo_charge": [-0.410, -0.412, -0.195, -0.448, 0.215, -0.226, -0.183, -0.167, 0.020, -0.151, -0.129, -0.262, 0.220, -0.460, -0.195, -0.411, -0.413, -0.193, -0.256, -0.166, -0.100, -0.280, -0.201, 0.215, 0.223, 0.214, 0.221, 0.186, 0.178, 0.215, 0.206, 0.221, 0.207, 0.224, 0.175, 0.196, 0.220, 0.216, 0.215, 0.219, 0.185, 0.180, 0.227, 0.220, 0.227, 0.228, 0.197, 0.182, -0.167, -0.270, 0.216, -0.240, -0.180, -0.210, 0.488, 0.332, -0.383, -0.223, -0.225, -0.383, 0.235, 0.238, 0.229, 0.240, 0.241, 0.224, 0.212, 0.230]
}